Entry 1:
{"formula": "C16H12F6N4O5S6SbTc", "method": "ωB97M-V/def2-TZVPD", "energy_ha": -4520.8652, "gap_ev": 4.0, "homo_energy_ev": -13.541, "total_charge": 2, "molar_mass_g_mol": 866.45, "elements": ["Tc", "C", "C", "N", "N", "C", "O", "C", "C", "C", "C", "C", "C", "C", "C", "C", "C", "C", "N", "H", "H", "H", "H", "H", "H", "H", "H", "H", "H", "H", "H", "F", "C", "F", "F", "S", "O", "O", "N", "S", "O", "O", "C", "F", "F", "F", "S", "Sb", "S", "S", "S"], "xyz": [[-0.38192, 0.07116, -0.93743], [-2.34852, -0.33034, 3.08987], [-2.06542, -0.19014, 1.63937], [-0.92482, 0.23956, 1.17027], [0.03778, 0.63726, 1.92407], [1.06608, 1.13966, 1.25437], [0.91498, 1.22906, -0.01923], [2.24118, 1.58106, 1.96727], [2.30018, 1.39386, 3.35957], [3.40588, 1.81826, 4.06517], [4.46918, 2.41866, 3.39947], [4.42778, 2.58766, 2.02087], [3.32028, 2.18326, 1.30267], [-2.99572, -0.49364, 0.59407], [-4.31072, -0.92544, 0.80287], [-5.12222, -1.16514, -0.28653], [-4.60362, -0.94844, -1.56203], [-3.28832, -0.54874, -1.69663], [-2.48622, -0.32824, -0.65013], [-1.48152, -0.02604, 3.66587], [-2.58572, -1.36424, 3.33567], [-3.19972, 0.28696, 3.37157], [1.47278, 0.91336, 3.85657], [3.45038, 1.67736, 5.13407], [5.32448, 2.75876, 3.95957], [5.26608, 3.04036, 1.51677], [3.27218, 2.32186, 0.23607], [-4.66192, -1.06874, 1.81327], [-6.13532, -1.51334, -0.15573], [-5.20472, -1.10784, -2.44313], [-2.85532, -0.42174, -2.67603], [3.61688, -2.82024, -2.24293], [3.16318, -1.67624, -2.71233], [2.42298, -1.86614, -3.79563], [4.17888, -0.89204, -3.04863], [2.18848, -0.70214, -1.44463], [1.26438, 0.03506, -2.31033], [3.12968, 0.01856, -0.68513], [1.24398, -1.61854, -0.55383], [0.31368, -2.54294, -1.43013], [0.98438, -3.39444, -2.32123], [-0.75442, -1.71144, -1.98503], [-0.49702, -3.50744, -0.04743], [-1.47882, -4.28414, -0.46053], [0.38578, -4.19714, 0.63617], [-1.02902, -2.57384, 0.76267], [-3.29752, 3.76306, -4.99743], [-1.52402, 4.79826, -5.87583], [-1.07522, 1.96376, -2.16313], [0.02878, 1.76706, -3.84213], [0.41758, 3.57506, -4.53523]], "atomic_forces_ev_per_a": [[-2.080, 2.413, 0.573], [0.106, 0.030, 0.002], [0.869, 0.356, 0.190], [-1.312, -0.594, -2.329], [1.929, 0.847, 1.865], [-1.419, -0.760, 1.535], [0.325, 0.736, -1.581], [0.570, 0.285, 0.154], [-0.064, 0.019, -0.330], [0.068, 0.009, -0.024], [-0.237, -0.081, -0.094], [0.018, 0.044, 0.076], [-0.364, -0.131, 0.152], [-0.460, -0.189, -0.365], [0.542, 0.176, -0.033], [0.219, 0.101, -0.268], [0.012, -0.029, 0.237], [-0.250, -0.026, -0.221], [0.064, -0.133, -0.034], [-0.018, 0.032, 0.024], [-0.056, -0.110, -0.019], [-0.083, 0.056, 0.033], [-0.029, -0.008, 0.095], [-0.017, -0.005, 0.077], [0.153, 0.014, 0.051], [0.059, 0.074, -0.098], [0.045, 0.046, -0.125], [-0.024, 0.020, 0.044], [-0.078, 0.003, 0.018], [0.003, -0.016, -0.074], [0.043, -0.008, -0.090], [-0.198, 0.336, 0.183], [0.696, -0.353, -0.882], [0.040, 0.047, 0.180], [-0.185, 0.007, 0.324], [2.942, -0.234, -0.220], [-1.042, 0.633, -0.266], [0.277, -0.316, 0.137], [-0.223, 0.151, 0.942], [-0.186, -2.659, 0.500], [-0.070, -0.752, -0.329], [-0.891, 0.561, -0.691], [-0.407, 0.000, 0.853], [0.423, 0.192, -0.487], [0.119, 0.076, -0.449], [0.072, -0.118, -0.035], [1.347, 0.744, -0.666], [-1.324, -1.118, 0.941], [0.892, -1.199, 0.020], [-0.952, 0.609, 0.673], [0.140, 0.221, -0.169]]}

=====

Entry 2:
{"formula": "C31H31GeN3O2Pd", "method": "ωB97M-V/def2-TZVPD", "energy_ha": -3719.3503, "gap_ev": [3.4, 6.2], "homo_energy_ev": [1.425, -1.396], "total_charge": -2, "molar_mass_g_mol": 656.64, "spin_multiplicity": 3, "elements": ["Pd", "O", "C", "C", "C", "C", "C", "C", "C", "N", "N", "C", "O", "C", "C", "C", "C", "C", "C", "H", "H", "H", "H", "H", "H", "H", "H", "H", "H", "N", "C", "C", "C", "C", "C", "C", "C", "C", "C", "C", "C", "C", "C", "H", "H", "H", "H", "H", "H", "H", "H", "H", "H", "C", "Ge", "C", "C", "C", "H", "H", "H", "H", "H", "H", "H", "H", "H", "H", "H"], "xyz": [[1.17440, -0.15491, -1.02608], [1.35485, 1.29282, -2.45243], [2.13033, 2.33999, -2.35784], [2.00776, 3.31625, -3.37203], [2.79926, 4.45184, -3.44143], [3.77187, 4.67255, -2.47052], [3.91287, 3.75219, -1.44853], [3.12331, 2.58773, -1.33788], [3.38451, 1.72735, -0.22386], [2.70221, 0.63757, 0.05841], [3.04869, -0.10050, 1.11962], [2.32633, -1.21096, 1.24295], [1.39129, -1.58470, 0.38099], [2.60612, -2.07044, 2.37410], [1.89765, -3.28093, 2.54617], [2.13578, -4.09693, 3.63469], [3.08686, -3.74934, 4.59534], [3.80466, -2.55855, 4.43114], [3.57610, -1.73610, 3.34927], [1.24731, 3.13060, -4.12356], [2.65750, 5.16311, -4.24947], [4.40387, 5.55382, -2.50837], [4.66415, 3.92011, -0.68222], [4.20393, 1.99407, 0.44184], [1.15851, -3.54992, 1.80349], [1.57757, -5.02125, 3.74815], [3.26249, -4.38528, 5.45635], [4.55174, -2.28197, 5.16918], [4.12614, -0.81443, 3.22089], [-0.22943, 1.11545, 0.29783], [-1.44957, 1.40458, 0.24408], [-2.07158, 2.18884, 1.35960], [-3.21665, 2.96869, 1.17496], [-3.74254, 3.71590, 2.21686], [-3.14160, 3.69804, 3.46809], [-1.99695, 2.93058, 3.65953], [-1.46305, 2.19510, 2.61824], [-2.36202, 1.04606, -0.89627], [-3.49179, 0.26289, -0.66613], [-4.32454, -0.10073, -1.71231], [-4.05324, 0.34102, -3.00083], [-2.94002, 1.13730, -3.23198], [-2.08894, 1.47611, -2.18973], [-3.69085, 2.99021, 0.20231], [-4.62360, 4.32687, 2.05371], [-3.56270, 4.27208, 4.28499], [-1.52099, 2.91721, 4.63333], [-0.56706, 1.59900, 2.74073], [-3.70414, -0.07132, 0.34293], [-5.18000, -0.73957, -1.52382], [-4.70120, 0.05676, -3.82166], [-2.72130, 1.47441, -4.23843], [-1.19411, 2.06166, -2.36944], [0.68611, -4.34225, -1.09787], [-0.69299, -2.91037, -1.17348], [-2.15335, -3.81036, -2.24848], [-1.56896, -2.67563, 0.58916], [-0.11732, -1.32378, -2.15990], [0.32620, -5.19703, -0.51905], [1.58945, -3.95738, -0.62804], [0.93266, -4.69085, -2.10451], [-2.32661, -4.83830, -1.91504], [-1.88656, -3.83852, -3.30885], [-3.09434, -3.26011, -2.15731], [-1.52991, -3.60101, 1.16772], [-2.61556, -2.39447, 0.45289], [-1.05500, -1.89182, 1.14306], [-1.00022, -0.81193, -2.53527], [0.45623, -1.66712, -3.02997]], "atomic_forces_ev_per_a": [[-1.853, 0.872, -0.451], [1.035, 1.948, -1.014], [-0.654, -0.934, -0.006], [0.092, 0.794, -0.301], [-0.396, -0.484, -0.059], [0.285, 0.121, 0.258], [-0.156, -0.172, -0.048], [-0.018, 0.220, -0.492], [-0.789, -1.373, 0.850], [1.639, 1.417, -1.112], [0.166, -0.785, 1.375], [-1.066, 0.957, -2.486], [1.474, -0.846, 3.275], [0.497, -1.213, 1.383], [0.240, 0.728, -0.346], [0.288, -0.146, 0.467], [-0.059, 0.280, -0.322], [-0.082, -0.469, 0.317], [-0.520, 0.016, -0.623], [0.018, -0.024, 0.035], [0.008, -0.029, -0.015], [-0.004, -0.029, 0.026], [0.002, 0.002, 0.023], [-0.015, 0.113, 0.231], [-0.022, 0.066, -0.029], [-0.004, 0.051, -0.035], [0.004, 0.014, -0.039], [-0.023, 0.014, -0.032], [-0.022, 0.022, -0.022], [0.390, -0.373, 0.002], [0.564, -0.275, -0.430], [-0.282, 0.317, 0.282], [0.185, -0.178, 0.010], [-0.061, 0.162, 0.189], [-0.048, -0.019, -0.086], [-0.037, 0.098, 0.075], [-0.073, -0.133, -0.105], [-0.197, 0.005, 0.100], [0.082, 0.059, -0.082], [-0.045, -0.071, -0.039], [-0.043, 0.001, 0.016], [0.023, -0.025, -0.040], [-0.012, 0.132, -0.005], [-0.026, -0.021, -0.033], [-0.029, -0.010, -0.016], [0.007, 0.026, 0.017], [0.032, -0.035, 0.011], [0.023, 0.015, -0.052], [-0.004, -0.007, 0.018], [-0.022, -0.005, -0.015], [-0.007, -0.008, -0.013], [0.037, 0.005, -0.004], [0.040, -0.095, 0.012], [-0.063, 0.166, 0.138], [-0.324, 0.044, -0.843], [0.073, -0.047, 0.121], [0.237, 0.105, -0.121], [-0.388, -0.949, 0.114], [-0.034, -0.032, 0.007], [0.042, 0.022, 0.000], [-0.064, 0.058, -0.004], [-0.042, -0.062, 0.036], [0.056, 0.023, 0.041], [0.033, 0.048, 0.014], [-0.006, -0.066, 0.008], [0.030, -0.016, -0.042], [0.005, 0.044, 0.033], [-0.097, 0.088, -0.029], [-0.021, -0.124, -0.097]]}

=====

Entry 3:
{"formula": "C4H12O2", "method": "ωB97M-V/def2-TZVPD", "energy_ha": -309.9613, "gap_ev": [1.8, 8.7], "homo_energy_ev": [1.183, -5.569], "total_charge": -1, "molar_mass_g_mol": 92.14, "spin_multiplicity": 2, "elements": ["C", "C", "C", "C", "H", "H", "H", "H", "H", "H", "H", "H", "H", "H", "O", "H", "H", "O"], "xyz": [[0.32663, -0.21994, 1.38685], [1.22727, -1.19765, 1.14674], [1.07770, -2.62175, 1.48262], [0.10662, 1.04280, 0.60566], [-0.11923, -0.42356, 2.31185], [1.98470, -1.07840, 0.24540], [2.02867, -3.25975, 1.61999], [0.43859, -3.08448, 0.64663], [0.57315, -2.85138, 2.46061], [1.00250, 1.28371, 0.10226], [-0.59542, 1.00270, -0.13239], [-0.16640, 1.92067, 1.27149], [0.67608, 4.45781, -4.14540], [-0.67844, 4.22335, -4.62576], [0.16774, 4.22738, -4.94417], [-1.36951, -1.89512, 1.21820], [-2.80948, -1.96354, 2.02229], [-2.34206, -1.77148, 1.10337]], "atomic_forces_ev_per_a": [[1.568, -0.783, -0.450], [1.423, 1.312, -3.221], [0.106, -2.558, 1.395], [1.246, 0.847, 3.369], [-1.610, 0.217, 0.965], [-1.614, 0.046, 1.556], [-1.047, 1.218, -0.699], [0.853, 0.255, 1.065], [-0.022, 0.527, -0.970], [1.317, 0.450, -0.577], [-2.281, -0.546, -1.743], [0.299, -0.956, -0.628], [-0.001, -0.194, -0.542], [-3.661, -0.155, 1.068], [3.665, 0.334, -0.518], [-1.049, 0.044, 0.295], [1.575, 0.383, -2.228], [-0.768, -0.441, 1.866]]}